# 1
The following is a DFT calculation (ωB97M-V/def2-TZVPD) of one molecule with the formula C5H8O.

The geometry in XYZ format:
```
14
Properties=species:S:1:pos:R:3:forces:R:3:nbo_charge:R:1
C -1.9504 0.8180 -0.0937 -0.1 0.1 0.0 -0.59
C -1.5647 -0.5460 -0.6731 -0.1 -0.1 0.0 -0.48
C -0.1100 -0.6533 -0.6040 0.5 -0.1 0.4 0.03
C 1.0222 -0.6480 -0.1925 -0.6 0.1 -0.1 -0.08
C 2.2967 -0.5227 0.5106 0.1 -0.4 0.0 -0.13
O 2.5014 0.7730 1.0443 0.1 0.1 -0.2 -0.70
H -1.6594 1.6222 -0.7736 -0.1 -0.1 0.0 0.21
H -3.0230 0.8691 0.1035 0.1 0.1 -0.1 0.21
H -1.4101 0.9779 0.8436 -0.2 0.0 -0.1 0.22
H -1.9748 -1.3354 -0.0340 0.0 0.0 -0.1 0.23
H -1.9673 -0.7011 -1.6794 0.1 0.1 0.1 0.22
H 3.1150 -0.8487 -0.1276 0.3 0.1 -0.2 0.18
H 2.2962 -1.2098 1.3577 0.0 0.1 0.1 0.20
H 2.4283 1.4048 0.3182 0.0 -0.1 0.1 0.47
```
Forces are in eV/Å.

* gap between HOMO and LUMO: 10.517 eV
* LUMO level: 0.034 Eh
* highest occupied orbital energy: -9.60 eV
* electronic energy: -270.47630 hartree
* SMILES: CCC#CCO


# 2
The following is a DFT calculation (ωB97M-V/def2-TZVPD) of an isolated ion of composition C10H16N3S and charge +1.

The geometry in XYZ format:
```
30
Properties=species:S:1:pos:R:3:forces:R:3:nbo_charge:R:1
C -2.5109 2.5095 -2.5863 1.1 0.4 0.5 -0.91
S -2.4944 0.8988 -2.4531 -3.9 -1.4 -2.6 1.13
C -2.8650 0.2958 -4.1675 -1.7 -0.9 3.2 -0.74
N -1.7488 0.4822 -0.9490 3.0 -1.5 1.0 -0.59
C -0.5598 -0.0823 -0.7402 -3.4 1.4 -1.6 0.25
C 0.4364 -0.4704 -1.8025 -1.3 -1.9 -0.6 -0.70
C -0.1834 -0.0124 0.6557 0.0 0.5 2.7 0.22
C -0.7444 0.8757 1.6190 -1.3 0.3 -2.1 -0.18
C 0.0197 1.3461 2.6434 0.8 -0.3 2.0 -0.13
C 1.2484 0.7421 2.9695 0.7 -1.5 -1.4 -0.21
C 1.5943 -0.4477 2.2569 -1.1 1.6 -0.3 0.26
C 2.7940 -1.3084 2.5885 -1.4 -3.2 1.2 -0.27
N 2.8443 -2.6768 1.8408 -2.3 0.2 1.5 -0.87
N 0.8565 -0.7210 1.1273 2.4 -1.8 -0.2 -0.46
H -2.2984 3.1217 -1.7490 0.0 0.2 1.1 0.22
H -2.0870 2.9065 -3.4780 -0.1 -0.2 -0.9 0.25
H -3.7632 0.4425 -1.9379 1.5 0.5 -0.4 0.05
H -3.5904 -0.6185 -4.0853 1.7 1.5 0.0 0.21
H -1.9671 0.1216 -4.6713 1.4 -0.3 -1.1 0.18
H 1.3950 -0.8346 -1.4431 0.1 0.3 0.1 0.23
H 0.5166 0.4178 -2.3874 0.6 0.6 -0.7 0.26
H 0.0289 -1.2881 -2.5023 0.4 1.2 1.1 0.27
H -1.7533 1.3141 1.4347 1.1 -0.4 -0.1 0.28
H -0.3556 2.1106 3.3455 0.1 -0.3 -0.8 0.26
H 1.9891 1.1696 3.6559 -0.7 -0.4 0.1 0.26
H 3.6209 -0.7680 2.2364 1.5 0.8 0.3 0.24
H 2.7027 -1.5184 3.7281 0.8 0.8 -1.8 0.23
H 1.9132 -3.1645 2.1632 2.7 0.6 -0.7 0.37
H 3.6757 -3.2982 2.1076 -1.7 1.5 -0.2 0.42
H 1.2858 -1.5454 0.5801 -0.8 1.6 0.8 0.47
```
Forces are in eV/Å.

* gap between HOMO and LUMO (alpha / beta): 5.080 / 5.082 eV
* LUMO level (alpha / beta): -0.185 / -0.185 Eh
* highest occupied orbital energy (alpha / beta): -10.11 / -10.11 eV
* net charge: +1
* electronic energy: -952.56895 hartree
* SMILES: C=[SH](=C)/N=C(\C)c1cccc(CN)[nH+]1


# 3
The following is a DFT calculation (ωB97M-V/def2-TZVPD) of one molecule with the formula C5H7NO.

The geometry in XYZ format:
```
14
Properties=species:S:1:pos:R:3:forces:R:3:nbo_charge:R:1
H -2.9512 -0.6894 -1.2520 -0.1 0.1 -0.3 0.35
N -2.2444 -0.0464 -1.6198 0.4 -0.2 -0.1 -0.64
C -1.1451 -0.4262 -1.1469 -0.4 0.3 -0.3 0.57
C 0.1741 0.3005 -1.0749 0.0 0.0 0.0 -0.51
C 0.4813 0.0087 0.3865 -0.1 -0.1 0.1 -0.06
C 1.4379 0.7695 1.2414 0.1 0.0 0.0 -0.63
C -0.2748 -1.0312 0.7336 0.3 0.2 0.3 0.10
O -1.0756 -1.5143 -0.2885 -0.2 0.1 0.2 -0.52
H 0.0429 1.3556 -1.3255 0.0 -0.1 0.1 0.24
H 0.9436 -0.1223 -1.7371 -0.2 0.0 0.1 0.23
H 2.4717 0.5753 0.9358 -0.1 0.1 0.0 0.22
H 1.3348 0.4709 2.2889 0.0 0.0 -0.1 0.22
H 1.2743 1.8523 1.1739 0.0 -0.2 0.0 0.22
H -0.4694 -1.5031 1.6847 0.4 -0.1 0.0 0.20
```
Forces are in eV/Å.

* gap between HOMO and LUMO: 9.809 eV
* LUMO level: 0.033 Eh
* highest occupied orbital energy: -8.92 eV
* electronic energy: -324.68096 hartree
* SMILES: [H]/N=C1/CC(C)=CO1


# 4
The following is a DFT calculation (ωB97M-V/def2-TZVPD) of C3H5MgO3Rh as an isolated structure.

The geometry in XYZ format:
```
13
Properties=species:S:1:pos:R:3:forces:R:3:nbo_charge:R:1
O -0.9413 -0.4759 -1.6623 1.1 0.4 0.0 -0.93
C -0.0338 -1.3664 -2.0406 -1.2 -0.2 1.0 0.19
C 1.2689 -1.4326 -1.6816 0.0 -1.1 0.5 -0.05
O 1.9360 -0.4768 -0.9563 -0.2 0.5 2.0 -0.38
C 1.5363 -0.2288 0.4228 1.5 -0.6 -2.3 -0.49
Mg -0.3869 0.7911 -0.3141 0.1 -1.2 -0.5 1.77
H -0.4020 -2.2157 -2.6383 0.1 0.5 0.0 0.20
H 1.8247 -2.3644 -1.8190 0.2 0.7 -0.7 0.22
H 2.3400 0.4151 0.8170 -0.6 -0.1 -0.1 0.22
H 1.4496 -1.1959 0.9547 -0.5 0.5 -0.3 0.22
Rh -2.4711 1.7514 2.1719 -4.8 2.3 2.1 0.75
O -0.9548 0.9996 1.5458 7.2 -3.3 0.4 -1.25
H -0.1194 0.6045 2.1477 -3.1 1.4 -2.1 0.53
```
Forces are in eV/Å.

* gap between HOMO and LUMO (alpha / beta): 6.617 / 5.239 eV
* LUMO level (alpha / beta): -0.169 / -0.246 Eh
* highest occupied orbital energy (alpha / beta): -11.22 / -11.92 eV
* net charge: +1
* electronic energy: -653.16665 hartree
* spin multiplicity: 6
* expectation value of S²: 8.76


# 5
The following is a DFT calculation (ωB97M-V/def2-TZVPD) of C6H12F6N7O10S2Zn as an isolated structure.

The geometry in XYZ format:
```
44
Properties=species:S:1:pos:R:3:forces:R:3:nbo_charge:R:1
Zn 0.4133 -0.5488 -0.5659 0.6 -1.6 -1.2 1.72
C 0.6777 -1.6385 3.2832 0.3 0.4 0.1 0.74
F 1.0081 -1.5708 4.5766 -0.2 -0.1 0.1 -0.32
F 1.6408 -2.2638 2.6443 -0.1 -0.1 -0.2 -0.28
F -0.4599 -2.3237 3.1735 0.0 -0.2 0.2 -0.32
S 0.4059 0.1220 2.6560 -0.5 -0.6 -1.4 2.21
O -0.9921 0.1995 2.3335 0.1 -0.2 0.0 -0.95
O 0.8769 0.9981 3.6744 0.5 0.1 0.1 -0.91
N 1.2559 0.1012 1.2105 -0.7 0.9 2.5 -1.30
S 2.7884 0.5451 1.3980 1.7 -0.1 -0.9 2.25
O 3.3852 0.1698 2.6463 -0.7 0.2 0.2 -0.93
O 3.5333 0.2657 0.2159 -0.3 0.1 -0.1 -0.89
C 2.7529 2.4280 1.3742 -0.3 -0.2 0.1 0.71
F 3.8044 2.9114 2.0392 -0.1 0.0 0.0 -0.32
F 2.8148 2.8622 0.1148 0.0 0.1 0.0 -0.32
F 1.6381 2.9448 1.9184 0.1 0.1 -0.1 -0.33
C 1.1036 -2.4455 -2.0351 1.0 -0.4 0.3 0.93
O 0.0272 -1.7133 -2.2632 -0.7 0.2 -0.2 -1.01
O 1.4828 -3.3904 -2.7648 -0.5 0.6 0.2 -0.80
O 1.7793 -2.0424 -0.9697 -0.6 0.1 -0.3 -0.96
C -2.1792 1.2030 -0.3087 0.0 0.3 0.2 0.81
O -1.3946 0.5866 -1.0228 -0.5 0.1 0.4 -0.71
N -3.5100 0.8947 -0.2299 0.2 0.5 0.1 -0.84
N -1.7772 2.2707 0.4639 0.0 -0.2 -0.7 -0.83
H -3.8659 0.0628 -0.6587 0.2 -0.1 -0.1 0.41
H -4.0837 1.3833 0.4322 0.0 -0.2 0.1 0.39
H -2.4191 2.9998 0.7184 -0.1 -0.1 0.1 0.38
H -0.8292 2.5552 0.2738 0.0 0.0 0.2 0.41
C 1.3583 1.2506 -2.8815 -0.4 -1.3 -0.2 0.82
O 1.3546 0.9432 -1.6983 -0.1 0.9 0.2 -0.73
N 1.9620 0.4727 -3.8171 0.0 1.1 -0.4 -0.81
N 0.6467 2.3419 -3.3513 0.6 -0.5 0.2 -0.84
H 2.1747 -0.4998 -3.6554 -0.1 0.0 0.4 0.45
H 1.9087 0.8034 -4.7634 0.0 -0.4 -0.1 0.37
H 0.3020 2.9356 -2.6205 0.1 0.3 -0.1 0.40
H 0.8958 2.7268 -4.2438 -0.1 0.2 0.1 0.38
C -2.0866 -2.2519 0.4130 -0.1 -0.2 -1.8 0.81
O -0.9250 -1.8884 0.4521 0.1 0.0 1.3 -0.71
N -2.6234 -2.5318 -0.8249 -0.1 0.4 0.6 -0.86
N -2.8807 -2.4610 1.5165 0.5 0.1 -0.3 -0.84
H -3.6075 -2.6696 -0.9643 0.0 -0.2 0.0 0.37
H -2.0136 -2.2866 -1.6061 0.2 -0.1 0.0 0.47
H -3.8684 -2.3817 1.3611 -0.1 0.0 0.3 0.37
H -2.4755 -2.0701 2.3555 -0.3 0.1 0.0 0.42
```
Forces are in eV/Å.

* gap between HOMO and LUMO: 5.538 eV
* LUMO level: 0.073 Eh
* highest occupied orbital energy: -3.56 eV
* net charge: -1
* electronic energy: -4546.69925 hartree


# 6
The following is a DFT calculation (ωB97M-V/def2-TZVPD) of CH4N2O2 as an isolated structure.

The geometry in XYZ format:
```
9
Properties=species:S:1:pos:R:3:forces:R:3:nbo_charge:R:1
C 0.0926 0.8900 -0.9463 1.4 -2.2 1.4 -0.48
N 0.2632 -0.6883 1.1866 4.6 0.2 7.2 -0.06
N -0.3141 -0.6032 0.0637 -1.3 6.1 -9.3 0.16
O 0.0565 -1.6580 1.9289 -0.4 -2.1 1.3 -0.30
O -1.0952 -1.4008 -0.4243 -1.2 -1.5 -0.3 -0.32
H 0.4776 1.7859 -0.3254 -0.4 -1.9 -1.0 0.21
H -0.9044 1.0069 -1.2111 -1.7 0.6 -0.5 0.21
H 0.6632 0.5831 -1.9036 -0.5 0.4 2.1 0.23
H 0.7605 0.0844 1.6314 -0.5 0.4 -0.9 0.36
```
Forces are in eV/Å.

* gap between HOMO and LUMO (alpha / beta): 6.979 / 9.305 eV
* LUMO level (alpha / beta): 0.022 / -0.035 Eh
* highest occupied orbital energy (alpha / beta): -6.38 / -10.25 eV
* electronic energy: -300.19496 hartree
* spin multiplicity: 3
* expectation value of S²: 2.01


# 7
The following is a DFT calculation (ωB97M-V/def2-TZVPD) of C24H25MnN2O2PS as an isolated structure.

The geometry in XYZ format:
```
56
Properties=species:S:1:pos:R:3:forces:R:3:nbo_charge:R:1
Mn -0.6614 0.7484 0.5599 -0.3 0.1 0.0 0.80
O 1.0621 -0.4313 -1.1735 0.1 -0.1 0.0 -0.51
N 1.0229 -0.1046 0.1685 0.2 0.0 0.0 -0.15
C 2.0673 -0.3261 0.8764 0.0 0.0 0.0 0.15
C 2.2864 0.0085 2.2763 0.0 0.0 -0.1 -0.05
C 3.6163 -0.0576 2.6892 0.0 0.0 0.1 -0.16
C 3.9744 0.2919 3.9858 0.0 0.0 -0.1 -0.15
C 3.0027 0.6989 4.8798 0.0 0.0 0.0 -0.14
C 1.6663 0.7501 4.4880 0.0 0.0 0.0 -0.15
C 1.2960 0.4047 3.1971 0.0 0.0 0.0 -0.40
P -0.4567 0.3562 2.8110 0.1 0.1 0.1 1.26
C -1.0682 -1.3012 3.0555 -0.1 0.0 -0.1 -0.36
C -2.4406 -1.5517 2.9103 0.0 0.0 0.0 -0.20
C -2.9172 -2.8395 3.0652 0.0 0.0 0.0 -0.19
C -2.0361 -3.8763 3.3556 0.0 0.0 0.0 -0.13
C -0.6772 -3.6310 3.4991 0.0 0.0 0.0 -0.18
C -0.1854 -2.3454 3.3461 0.0 0.0 0.0 -0.20
C -1.3173 1.5837 3.7620 0.0 0.0 0.1 -0.47
C -2.2590 1.2151 4.7253 0.0 0.0 0.0 -0.16
C -2.8892 2.2016 5.4673 0.0 0.0 0.0 -0.19
C -2.5850 3.5372 5.2500 0.0 0.0 0.0 -0.13
C -1.6404 3.9039 4.2954 0.0 0.0 0.0 -0.21
C -1.0076 2.9306 3.5481 0.0 0.0 0.0 -0.11
H 1.8832 -0.9201 -1.3609 0.0 0.0 0.0 0.49
H 2.9200 -0.7742 0.3666 0.0 0.0 0.0 0.22
H 4.3817 -0.3730 1.9912 0.0 0.0 0.0 0.24
H 5.0112 0.2428 4.2885 0.0 0.0 0.0 0.25
H 3.2730 0.9710 5.8911 0.0 0.0 0.0 0.25
H 0.9126 1.0577 5.2019 0.0 0.0 0.0 0.25
H -3.1299 -0.7458 2.6935 0.0 0.0 0.0 0.24
H -3.9756 -3.0373 2.9657 0.0 0.0 0.0 0.25
H -2.4145 -4.8824 3.4780 0.0 0.0 0.0 0.25
H -0.0017 -4.4407 3.7380 0.0 0.0 0.0 0.24
H 0.8728 -2.1575 3.4733 0.0 0.0 0.0 0.23
H -2.4881 0.1738 4.9095 0.0 0.0 0.0 0.23
H -3.6170 1.9243 6.2173 0.0 0.0 0.0 0.25
H -3.0857 4.3013 5.8294 0.0 0.0 0.0 0.25
H -1.4072 4.9476 4.1358 0.0 0.0 0.0 0.24
H -0.2787 3.2143 2.7987 0.0 0.0 0.0 0.21
S -1.8620 -0.4937 -0.7718 -0.1 0.0 0.2 0.23
C -2.8353 0.4482 0.2431 0.0 0.0 -0.5 -0.02
N -3.1569 1.2669 1.0044 0.1 -0.1 0.3 -0.25
C 0.0233 4.6545 0.0247 0.0 0.0 0.0 -0.62
C 0.3966 3.3044 -0.5577 0.0 -0.1 0.0 0.26
C 1.8719 2.9954 -0.4023 0.0 0.0 0.0 -0.64
C -0.0995 3.1342 -1.9821 0.0 0.0 0.0 -0.64
O -0.3841 2.3309 0.2615 0.1 0.0 0.1 -0.49
H 0.5525 5.4275 -0.5331 0.0 0.0 0.0 0.25
H 0.3215 4.7340 1.0703 0.0 0.0 0.0 0.22
H -1.0467 4.8366 -0.0596 0.0 0.0 0.0 0.24
H 2.4409 3.7496 -0.9464 0.0 0.0 0.0 0.26
H 2.1250 2.0254 -0.8286 0.0 0.0 0.0 0.21
H 2.1762 3.0331 0.6449 0.0 0.0 0.0 0.22
H 0.3851 3.8812 -2.6112 0.0 0.0 0.0 0.25
H -1.1766 3.2843 -2.0417 0.0 0.0 0.0 0.24
H 0.1483 2.1457 -2.3712 0.0 0.0 0.0 0.22
```
Forces are in eV/Å.

* gap between HOMO and LUMO (alpha / beta): 6.683 / 7.252 eV
* LUMO level (alpha / beta): -0.314 / -0.290 Eh
* highest occupied orbital energy (alpha / beta): -15.23 / -15.14 eV
* net charge: +2
* electronic energy: -3079.41692 hartree
* spin multiplicity: 2
* expectation value of S²: 0.86


> Which formula does entry 1 have?

C5H8O


> Which value of electronic energy does entry 4 give?

-653.16665 hartree